1.
The following is a DFT calculation (ωB97M-V/def2-TZVPD) of a molecular structure, CH5N3O2 at a distorted geometry.

The geometry in XYZ format:
```
11
Properties=species:S:1:pos:R:3
O -1.4520 -1.6094 0.0611
O 0.9995 -1.5274 -0.3670
N 0.1278 -0.7646 0.3639
N 1.3457 0.9820 0.0960
N -1.3546 1.0111 -0.5157
C -0.4285 0.2541 -0.2519
H -1.9830 -1.2676 0.8003
H 1.1473 1.4992 0.9536
H -1.1151 1.9766 -0.7221
H 1.3281 -2.1507 0.2990
H 1.3849 1.5967 -0.7172
```

Computed properties:
- HOMO-LUMO gap (alpha / beta) (eV) = 9.26 / 9.26
- energy relative to the best compared isomer or geometry (same formula, charge and spin) (kJ/mol) = 632.76
- calculated total energy (Ha) = -355.58322

***

2.
The following is a DFT calculation (ωB97M-V/def2-TZVPD) of a single CH5N3O2 molecule at a distorted geometry.

The geometry in XYZ format:
```
11
Properties=species:S:1:pos:R:3
O 1.9942 0.2992 -0.4065
O -0.8468 -1.7567 -0.1942
N -1.2432 0.4018 -0.2774
N -0.7321 1.7783 0.1185
N 0.9467 -0.3552 0.6876
C -0.3822 -0.6240 0.2141
H 1.5492 -1.2209 0.8283
H -2.3065 0.1802 -0.3201
H 1.5080 -0.0739 -1.3917
H -0.4976 1.6996 1.1941
H 0.0600 2.0445 -0.4908
```

Computed properties:
- HOMO-LUMO gap (eV) = 9.33
- energy relative to the best compared isomer or geometry (same formula, charge and spin) (kJ/mol) = 395.03
- calculated total energy (Ha) = -355.67377
- SMILES string = NNC(=O)NO

***

3.
The following is a DFT calculation (ωB97M-V/def2-TZVPD) of a single CH5N3O2 molecule at a distorted geometry.

The geometry in XYZ format:
```
11
Properties=species:S:1:pos:R:3
O -2.2606 -0.0771 0.1982
O 2.1923 -0.0097 -0.5646
N 0.0469 1.0850 0.4649
N -1.1418 -0.8925 -0.0689
N 1.1279 -0.8515 -0.2217
C -0.0343 -0.2376 0.1518
H -2.9849 -0.7280 0.2259
H -0.8929 1.4662 0.5273
H 2.4835 0.3152 0.3100
H 0.6091 1.5965 -0.2037
H 0.8548 -1.6665 -0.8193
```

Computed properties:
- HOMO-LUMO gap (eV) = 8.97
- energy relative to the best compared isomer or geometry (same formula, charge and spin) (kJ/mol) = 237.59
- calculated total energy (Ha) = -355.73373
- SMILES string = N/C(=N\O)NO

***

The lowest energy relative to the best compared isomer or geometry (same formula, charge and spin) belongs to which entry? number 3

***

Copy entry 1 word for word.
The following is a DFT calculation (ωB97M-V/def2-TZVPD) of a molecular structure, CH5N3O2 at a distorted geometry.

The geometry in XYZ format:
```
11
Properties=species:S:1:pos:R:3
O -1.4520 -1.6094 0.0611
O 0.9995 -1.5274 -0.3670
N 0.1278 -0.7646 0.3639
N 1.3457 0.9820 0.0960
N -1.3546 1.0111 -0.5157
C -0.4285 0.2541 -0.2519
H -1.9830 -1.2676 0.8003
H 1.1473 1.4992 0.9536
H -1.1151 1.9766 -0.7221
H 1.3281 -2.1507 0.2990
H 1.3849 1.5967 -0.7172
```

Computed properties:
- HOMO-LUMO gap (alpha / beta) (eV) = 9.26 / 9.26
- energy relative to the best compared isomer or geometry (same formula, charge and spin) (kJ/mol) = 632.76
- calculated total energy (Ha) = -355.58322

***

Number 3 is which compound? CH5N3O2

***

What did the first record say?
The following is a DFT calculation (ωB97M-V/def2-TZVPD) of a molecular structure, CH5N3O2 at a distorted geometry.

The geometry in XYZ format:
```
11
Properties=species:S:1:pos:R:3
O -1.4520 -1.6094 0.0611
O 0.9995 -1.5274 -0.3670
N 0.1278 -0.7646 0.3639
N 1.3457 0.9820 0.0960
N -1.3546 1.0111 -0.5157
C -0.4285 0.2541 -0.2519
H -1.9830 -1.2676 0.8003
H 1.1473 1.4992 0.9536
H -1.1151 1.9766 -0.7221
H 1.3281 -2.1507 0.2990
H 1.3849 1.5967 -0.7172
```

Computed properties:
- HOMO-LUMO gap (alpha / beta) (eV) = 9.26 / 9.26
- energy relative to the best compared isomer or geometry (same formula, charge and spin) (kJ/mol) = 632.76
- calculated total energy (Ha) = -355.58322